[1]
{
  "formula": "C17H47N4O11VZn",
  "method": "ωB97M-V/def2-TZVPD",
  "symbols": ["Zn", "O", "V", "O", "C", "C", "C", "O", "H", "H", "H", "H", "H", "H", "H", "O", "C", "C", "O", "H", "H", "H", "H", "C", "O", "N", "N", "H", "H", "H", "H", "C", "O", "N", "N", "H", "H", "H", "H", "C", "C", "O", "H", "H", "H", "H", "H", "H", "C", "C", "O", "H", "H", "H", "H", "H", "H", "C", "C", "C", "O", "H", "H", "H", "H", "H", "H", "H", "H", "C", "C", "C", "O", "H", "H", "H", "H", "H", "H", "H", "H"],
  "positions_angstrom": [[1.72, 0.21, -2.12], [-0.33, -3.83, -2.55], [0.88, -3.01, -1.93], [2.11, -3.91, -1.90], [0.23, -2.11, -5.53], [1.50, -1.72, -4.77], [2.45, -0.78, -5.52], [1.34, -1.34, -3.43], [-0.49, -1.30, -5.48], [-0.24, -3.00, -5.10], [0.51, -2.39, -6.55], [2.05, -2.67, -4.82], [2.83, -1.13, -6.47], [3.32, -0.71, -4.87], [1.98, 0.20, -5.59], [-0.11, 1.07, -1.67], [-0.77, 0.10, -0.89], [0.12, -0.79, 0.02], [1.26, -1.40, -0.59], [-1.36, -0.52, -1.57], [-1.53, 0.54, -0.23], [-0.51, -1.65, 0.30], [0.43, -0.40, 0.99], [3.22, 2.28, -0.22], [2.57, 1.47, -0.91], [3.31, 3.60, -0.55], [3.94, 1.85, 0.84], [4.02, 4.10, -0.06], [3.06, 3.85, -1.49], [4.53, 2.51, 1.31], [4.05, 0.86, 1.00], [-2.37, 2.31, -4.47], [-3.13, 2.72, -5.36], [-2.21, 2.97, -3.31], [-1.63, 1.17, -4.55], [-1.67, 2.62, -2.53], [-2.67, 3.81, -3.00], [-1.79, 0.49, -5.27], [-0.98, 1.01, -3.80], [3.34, -1.53, 3.08], [3.50, -2.52, 1.91], [3.74, -1.81, 0.69], [4.31, -1.13, 3.39], [2.94, -2.13, 3.90], [2.77, -0.63, 2.88], [2.53, -3.05, 1.86], [4.30, -3.24, 2.00], [2.85, -1.49, 0.43], [-0.69, 3.33, 1.42], [-0.34, 4.43, 0.39], [0.00, 3.83, -0.83], [-0.67, 3.66, 2.46], [0.10, 2.58, 1.30], [-1.62, 2.82, 1.18], [0.43, 5.10, 0.76], [-1.26, 4.99, 0.19], [-0.05, 2.86, -0.88], [-0.80, 0.30, 3.64], [-0.01, 0.75, 4.87], [-0.43, 2.07, 5.54], [-0.16, -0.31, 5.86], [-0.45, -0.67, 3.28], [-0.50, 1.04, 2.90], [-1.87, 0.29, 3.81], [1.05, 0.75, 4.57], [-1.47, 1.91, 5.86], [-0.50, 2.74, 4.68], [0.18, 2.35, 6.39], [-0.09, 0.12, 6.72], [-4.21, -2.07, 2.58], [-4.71, -2.77, 1.30], [-3.54, -3.35, 0.50], [-5.74, -3.69, 1.54], [-5.03, -1.43, 2.91], [-3.32, -1.46, 2.41], [-3.94, -2.80, 3.34], [-5.06, -1.93, 0.70], [-3.19, -4.23, 1.05], [-2.73, -2.63, 0.44], [-3.90, -3.70, -0.47], [-5.39, -4.42, 2.07]],
  "charge": 0,
  "orbital_gap_ha": 0.29053,
  "energy_ha": -4445.975391,
  "e_homo_ev": -9.0
}



[2]
{
  "formula": "C17H47N4O14SZn",
  "method": "ωB97M-V/def2-TZVPD",
  "symbols": ["C", "N", "C", "C", "C", "C", "O", "H", "H", "H", "H", "H", "H", "H", "H", "H", "H", "H", "H", "H", "H", "Zn", "S", "O", "O", "O", "O", "C", "C", "O", "O", "H", "H", "H", "H", "H", "H", "C", "C", "O", "O", "H", "H", "H", "H", "H", "H", "C", "C", "O", "O", "H", "H", "H", "H", "H", "H", "O", "C", "N", "C", "H", "H", "H", "H", "H", "O", "C", "N", "C", "H", "H", "H", "H", "H", "O", "C", "N", "C", "H", "H", "H", "H", "H"],
  "positions_angstrom": [[-6.21, -2.08, -3.13], [-6.40, -0.97, -4.12], [-6.88, -1.68, -5.39], [-7.55, -0.14, -3.57], [-5.11, -0.04, -4.23], [-3.98, -0.67, -4.97], [-3.35, -1.80, -4.52], [-7.13, -2.67, -3.06], [-6.08, -1.49, -2.22], [-5.33, -2.71, -3.27], [-6.26, -2.54, -5.61], [-6.86, -0.99, -6.24], [-7.93, -1.93, -5.24], [-7.19, 0.39, -2.69], [-8.32, -0.82, -3.18], [-7.98, 0.49, -4.35], [-4.84, 0.16, -3.19], [-5.42, 0.90, -4.68], [-3.16, 0.02, -4.75], [-4.12, -0.55, -6.05], [-3.18, -1.68, -3.58], [0.50, -3.87, 2.52], [0.85, -0.18, 0.02], [1.76, -0.02, -1.08], [0.01, -1.34, -0.10], [1.59, -0.55, 1.24], [-0.06, 0.98, 0.23], [5.57, 2.67, -4.92], [6.61, 2.15, -3.91], [6.17, 2.31, -2.56], [4.62, 1.69, -5.16], [5.96, 2.96, -5.89], [5.10, 3.58, -4.53], [7.52, 2.72, -4.10], [6.89, 1.10, -4.04], [5.33, 1.87, -2.43], [4.18, 1.48, -4.34], [3.43, 3.97, 4.87], [4.28, 2.87, 5.61], [4.77, 1.93, 4.78], [1.99, 3.82, 4.87], [3.69, 3.93, 3.81], [3.81, 4.92, 5.24], [3.74, 2.46, 6.46], [5.13, 3.36, 6.09], [4.06, 1.49, 4.31], [1.68, 3.06, 4.37], [-1.05, 6.43, -2.84], [-0.04, 7.03, -1.80], [0.85, 6.03, -1.33], [-1.97, 5.66, -2.12], [-0.61, 5.80, -3.62], [-1.68, 7.18, -3.32], [-0.50, 7.42, -0.89], [0.43, 7.87, -2.31], [0.31, 5.37, -0.89], [-1.48, 4.95, -1.69], [4.29, -5.35, 0.20], [5.51, -5.20, -0.05], [6.06, -4.21, -0.73], [6.41, -6.25, 0.51], [5.49, -3.39, -0.90], [7.03, -4.27, -0.97], [6.03, -7.21, 0.16], [6.30, -6.22, 1.60], [7.44, -5.96, 0.31], [3.35, -5.03, 6.45], [4.09, -5.37, 7.31], [4.86, -4.48, 7.89], [3.94, -6.72, 7.79], [4.89, -3.60, 7.41], [5.43, -4.60, 8.72], [4.09, -7.52, 7.06], [2.90, -6.87, 8.09], [4.64, -6.99, 8.59], [-7.03, 2.52, 2.70], [-6.84, 1.33, 2.96], [-5.69, 0.80, 2.69], [-8.01, 0.44, 3.49], [-5.51, -0.08, 3.14], [-4.96, 1.21, 2.12], [-8.01, -0.61, 3.19], [-8.94, 0.93, 3.19], [-7.90, 0.36, 4.57]],
  "charge": 1,
  "orbital_gap_ha": 0.12376,
  "energy_ha": -4125.216340,
  "e_homo_ev": -10.9
}



[3]
{
  "formula": "C17H47O28P5V",
  "method": "ωB97M-V/def2-TZVPD",
  "symbols": ["O", "V", "O", "O", "C", "O", "O", "H", "O", "C", "O", "O", "H", "C", "O", "P", "O", "O", "C", "O", "C", "H", "H", "H", "H", "H", "H", "H", "H", "H", "C", "O", "P", "O", "O", "C", "O", "C", "H", "H", "H", "H", "H", "H", "H", "H", "H", "C", "O", "P", "O", "O", "C", "O", "C", "H", "H", "H", "H", "H", "H", "H", "H", "H", "C", "O", "P", "O", "O", "C", "O", "C", "H", "H", "H", "H", "H", "H", "H", "H", "H", "C", "O", "P", "O", "O", "C", "O", "C", "H", "H", "H", "H", "H", "H", "H", "H", "H"],
  "positions_angstrom": [[-0.94, 0.00, 0.90], [0.49, 0.40, 0.21], [0.10, 1.15, -1.15], [2.93, -1.18, 3.66], [1.80, -0.47, 3.22], [1.52, -0.65, 1.99], [1.19, 0.23, 4.02], [3.17, -1.51, 2.78], [2.02, 3.79, 0.31], [1.59, 3.18, 1.44], [2.00, 3.60, 2.53], [0.70, 2.27, 1.38], [2.68, 4.41, 0.64], [-0.69, 2.56, -6.95], [-0.37, 3.94, -6.77], [-0.95, 4.72, -5.47], [-2.41, 4.65, -5.33], [-0.06, 4.26, -4.25], [-0.64, 3.42, -3.21], [-0.43, 6.21, -5.79], [0.97, 6.42, -5.87], [0.14, 2.05, -7.44], [-1.62, 2.56, -7.51], [-0.86, 2.02, -6.01], [-0.62, 2.37, -3.50], [-1.67, 3.73, -3.06], [-0.06, 3.63, -2.32], [1.49, 5.75, -6.57], [1.49, 6.22, -4.93], [1.07, 7.45, -6.21], [-5.43, 3.94, -2.34], [-5.53, 3.20, -1.11], [-4.71, 1.83, -0.92], [-3.37, 1.84, -1.52], [-4.75, 1.59, 0.65], [-4.22, 0.40, 1.22], [-5.73, 0.69, -1.42], [-5.24, -0.62, -1.76], [-5.38, 4.97, -1.98], [-6.25, 3.77, -3.03], [-4.48, 3.74, -2.84], [-3.53, 0.53, 2.05], [-3.68, -0.23, 0.51], [-5.06, -0.17, 1.62], [-5.62, -0.83, -2.76], [-5.65, -1.34, -1.06], [-4.16, -0.65, -1.83], [6.36, -0.54, -1.60], [4.94, -0.39, -1.58], [4.21, 0.14, -0.27], [2.76, 0.31, -0.46], [4.61, -0.87, 0.90], [4.59, -2.27, 0.73], [5.03, 1.44, 0.13], [4.81, 2.00, 1.44], [6.62, -1.52, -2.00], [6.78, -0.36, -0.61], [6.78, 0.22, -2.26], [3.77, -2.54, 0.04], [4.28, -2.76, 1.66], [5.49, -2.71, 0.30], [4.67, 3.08, 1.41], [5.71, 1.74, 2.01], [3.91, 1.58, 1.88], [-1.89, -1.73, 3.46], [-1.64, -2.95, 4.15], [-1.95, -3.07, 5.72], [-3.20, -2.39, 6.14], [-1.89, -4.64, 5.95], [-0.83, -5.42, 5.42], [-0.63, -2.55, 6.45], [-0.51, -1.15, 6.74], [-0.98, -1.39, 2.95], [-2.03, -0.94, 4.20], [-2.68, -1.70, 2.71], [-0.11, -5.64, 6.20], [-0.32, -4.84, 4.64], [-1.14, -6.35, 4.95], [-1.34, -0.53, 6.40], [0.41, -0.70, 6.37], [-0.49, -1.13, 7.83], [1.14, -3.66, 2.03], [0.06, -3.47, 1.11], [0.29, -3.03, -0.38], [0.44, -1.59, -0.67], [1.51, -3.90, -0.88], [1.94, -3.79, -2.25], [-0.94, -3.76, -1.10], [-2.28, -3.44, -0.79], [1.14, -4.73, 2.25], [1.00, -3.05, 2.91], [2.12, -3.39, 1.63], [2.59, -2.93, -2.33], [1.11, -3.73, -2.96], [2.44, -4.73, -2.47], [-2.34, -2.43, -0.38], [-2.73, -4.21, -0.16], [-2.85, -3.41, -1.73]],
  "charge": -1,
  "orbital_gap_ha": 0.28130,
  "energy_ha": -5434.087795,
  "e_homo_ev": -5.8,
  "relative_energy_kj_mol": 0.00
}



[4]
{
  "formula": "C17H48CrN2O7",
  "method": "ωB97M-V/def2-TZVPD",
  "symbols": ["Cr", "O", "H", "O", "H", "C", "C", "C", "O", "H", "H", "H", "H", "H", "H", "H", "H", "C", "C", "C", "O", "H", "H", "H", "H", "H", "H", "H", "H", "C", "C", "C", "O", "H", "H", "H", "H", "H", "H", "H", "H", "C", "C", "C", "O", "C", "N", "H", "H", "H", "H", "H", "H", "H", "H", "H", "H", "H", "C", "C", "C", "O", "C", "N", "H", "H", "H", "H", "H", "H", "H", "H", "H", "H", "H"],
  "positions_angstrom": [[0.67, -0.72, -1.35], [1.92, -1.27, -2.47], [2.29, -2.14, -2.63], [-1.10, -1.28, -1.27], [-1.95, -1.25, -1.71], [-3.89, 1.22, 0.15], [-3.05, 2.40, 0.47], [-3.46, 3.04, 1.76], [-1.70, 1.94, 0.56], [-4.94, 1.43, -0.05], [-3.87, 0.46, 0.95], [-3.50, 0.73, -0.75], [-3.11, 3.10, -0.37], [-4.55, 3.31, 1.82], [-2.85, 3.90, 1.97], [-3.35, 2.34, 2.57], [-1.24, 2.47, 1.22], [1.92, 1.83, 1.47], [1.89, 1.75, -0.09], [2.94, 2.71, -0.68], [2.21, 0.39, -0.51], [1.41, 1.05, 2.01], [1.46, 2.76, 1.79], [2.91, 1.88, 1.84], [0.88, 1.94, -0.44], [3.93, 2.41, -0.35], [2.77, 3.67, -0.17], [2.95, 2.92, -1.78], [3.13, 0.24, -0.70], [-2.04, -2.12, 2.41], [-0.90, -1.11, 2.66], [0.22, -1.77, 3.47], [-0.42, -0.53, 1.44], [-2.67, -1.65, 1.66], [-2.53, -2.39, 3.35], [-1.59, -3.04, 1.97], [-1.38, -0.27, 3.19], [0.69, -2.58, 2.91], [-0.17, -2.16, 4.40], [0.98, -1.06, 3.78], [-1.05, 0.21, 1.31], [-1.79, 1.21, -3.66], [-0.45, 1.75, -3.49], [-0.51, 2.92, -2.48], [-1.23, 4.03, -3.01], [-1.21, 5.04, -2.06], [0.59, 0.80, -3.07], [-2.03, 0.83, -2.64], [-1.99, 0.43, -4.40], [-2.51, 2.03, -3.80], [-0.19, 2.27, -4.41], [0.56, 3.18, -2.16], [-1.12, 2.50, -1.64], [-2.08, 5.68, -2.18], [-0.38, 5.73, -2.22], [-1.24, 4.62, -1.08], [0.79, 0.10, -3.80], [1.45, 1.27, -2.93], [3.20, -3.34, -0.49], [1.76, -3.67, -0.44], [1.61, -4.75, 0.70], [2.06, -4.20, 1.96], [1.90, -5.20, 2.87], [0.99, -2.45, -0.05], [3.62, -3.30, 0.48], [3.47, -2.42, -1.01], [3.78, -4.06, -1.07], [1.36, -4.05, -1.40], [2.19, -5.63, 0.40], [0.54, -4.97, 0.75], [2.65, -6.04, 2.80], [0.90, -5.71, 2.88], [2.03, -4.71, 3.82], [0.00, -2.69, 0.26], [1.45, -1.97, 0.76]],
  "charge": 1,
  "orbital_gap_ha": [0.36142, 0.38176],
  "energy_ha": -2356.967185,
  "multiplicity": 4,
  "e_homo_ev": [-12.2, -12.5],
  "relative_energy_kj_mol": 0.00
}



[5]
{
  "formula": "C17H48O7",
  "method": "ωB97M-V/def2-TZVPD",
  "symbols": ["C", "C", "C", "O", "H", "H", "H", "H", "H", "H", "H", "H", "C", "C", "C", "O", "H", "H", "H", "H", "H", "H", "H", "H", "C", "C", "C", "O", "H", "H", "H", "H", "H", "H", "H", "H", "C", "C", "C", "O", "H", "H", "H", "H", "H", "H", "H", "H", "C", "C", "C", "O", "H", "H", "H", "H", "H", "H", "H", "H", "C", "O", "H", "H", "H", "H", "C", "O", "H", "H", "H", "H"],
  "positions_angstrom": [[-4.91, 25.82, 25.31], [-3.92, 24.76, 24.99], [-2.63, 24.79, 25.71], [-4.39, 23.61, 25.05], [-4.45, 26.79, 25.32], [-5.38, 25.55, 26.27], [-5.63, 25.89, 24.49], [-3.65, 24.91, 23.95], [-2.05, 25.69, 25.58], [-2.05, 23.95, 25.32], [-2.78, 24.69, 26.76], [-4.75, 23.50, 25.91], [-3.62, 25.76, 20.74], [-4.66, 26.17, 19.69], [-4.17, 27.06, 18.56], [-5.32, 25.23, 19.22], [-4.12, 25.30, 21.63], [-3.09, 26.65, 21.14], [-3.00, 24.94, 20.47], [-5.42, 26.79, 20.21], [-3.35, 26.50, 18.02], [-3.90, 28.05, 18.89], [-5.05, 27.07, 17.88], [-6.16, 25.54, 19.02], [-2.01, 29.95, 19.69], [-0.61, 29.41, 19.41], [-0.55, 28.09, 18.70], [-0.01, 30.22, 18.66], [-2.52, 29.43, 20.48], [-2.66, 29.97, 18.84], [-1.98, 31.03, 19.99], [-0.18, 29.34, 20.42], [0.45, 27.74, 18.45], [-1.18, 28.19, 17.81], [-0.87, 27.23, 19.33], [0.03, 31.08, 19.06], [-5.90, 31.25, 19.07], [-5.97, 30.16, 18.15], [-6.83, 29.10, 18.82], [-6.40, 30.44, 17.03], [-6.91, 31.67, 19.23], [-5.23, 31.97, 18.76], [-5.53, 31.02, 20.06], [-4.90, 29.75, 18.03], [-7.75, 29.55, 19.26], [-6.30, 28.62, 19.63], [-7.06, 28.28, 18.07], [-5.85, 31.09, 16.62], [-8.18, 26.30, 23.89], [-8.02, 26.33, 22.39], [-8.50, 27.60, 21.71], [-6.91, 25.98, 21.98], [-7.76, 25.39, 24.19], [-9.24, 26.32, 24.26], [-7.58, 27.21, 24.31], [-8.72, 25.54, 22.00], [-8.15, 27.51, 20.67], [-7.98, 28.38, 22.12], [-9.57, 27.75, 21.87], [-6.80, 25.02, 22.18], [-1.75, 28.33, 24.17], [-2.45, 27.51, 23.29], [-2.30, 28.45, 25.11], [-1.45, 29.24, 23.65], [-0.80, 27.91, 24.35], [-3.40, 27.71, 23.26], [-4.97, 28.88, 21.98], [-5.09, 27.78, 22.88], [-4.33, 28.56, 21.18], [-4.35, 29.68, 22.44], [-5.89, 29.37, 21.59], [-5.94, 27.36, 22.74]],
  "charge": 0,
  "orbital_gap_ha": 0.36481,
  "smiles": "CC(C)O.CC(C)O.CC(C)O.CC(C)O.CC(C)O.CO.CO",
  "energy_ha": -1202.913431,
  "e_homo_ev": -9.4,
  "relative_energy_kj_mol": 604.37
}



[6]
{
  "formula": "C17H49N4O6PS",
  "method": "ωB97M-V/def2-TZVPD",
  "symbols": ["C", "O", "C", "C", "C", "N", "H", "H", "H", "H", "H", "H", "H", "H", "H", "H", "H", "C", "O", "C", "C", "C", "N", "H", "H", "H", "H", "H", "H", "H", "H", "H", "H", "H", "C", "O", "C", "C", "C", "N", "H", "H", "H", "H", "H", "H", "H", "H", "H", "H", "H", "C", "O", "C", "C", "C", "N", "H", "H", "H", "H", "H", "H", "H", "H", "H", "H", "H", "O", "S", "O", "C", "P", "H", "H", "H", "H", "H"],
  "positions_angstrom": [[-4.63, 0.75, 4.16], [-4.12, -0.09, 3.14], [-3.81, 0.56, 1.92], [-2.44, 1.24, 1.88], [-2.39, 2.56, 2.65], [-1.37, 0.36, 2.37], [-5.26, 1.54, 3.75], [-3.83, 1.19, 4.77], [-5.24, 0.12, 4.81], [-3.80, -0.23, 1.16], [-4.61, 1.26, 1.65], [-2.23, 1.47, 0.83], [-2.33, 2.40, 3.73], [-1.50, 3.13, 2.36], [-3.26, 3.18, 2.44], [-1.35, -0.47, 1.78], [-1.67, 0.02, 3.28], [-0.87, -0.07, -4.11], [-1.04, -1.33, -3.50], [-0.08, -1.66, -2.51], [-0.37, -1.07, -1.12], [-0.06, 0.41, -1.00], [-1.75, -1.31, -0.70], [0.19, 0.19, -4.21], [-1.39, 0.72, -3.56], [-1.31, -0.12, -5.11], [-0.11, -2.75, -2.43], [0.93, -1.38, -2.85], [0.29, -1.60, -0.42], [-0.82, 1.03, -1.47], [-0.01, 0.70, 0.05], [0.90, 0.66, -1.46], [-1.93, -2.31, -0.68], [-2.36, -0.97, -1.45], [4.50, 1.56, 0.10], [3.13, 1.90, 0.21], [2.69, 2.27, 1.51], [2.98, 3.73, 1.89], [4.43, 4.01, 2.24], [2.56, 4.67, 0.84], [4.86, 1.07, 1.01], [5.12, 2.44, -0.10], [4.60, 0.87, -0.73], [1.61, 2.13, 1.50], [3.10, 1.58, 2.26], [2.37, 3.94, 2.77], [5.06, 4.07, 1.36], [4.51, 4.96, 2.76], [4.84, 3.23, 2.90], [1.56, 4.58, 0.68], [2.98, 4.38, -0.03], [3.10, -2.77, -4.17], [3.87, -1.60, -3.98], [4.71, -1.59, -2.85], [6.05, -2.32, -3.02], [5.93, -3.84, -2.98], [6.75, -1.93, -4.25], [2.78, -3.19, -3.21], [3.63, -3.53, -4.74], [2.21, -2.48, -4.73], [4.92, -0.54, -2.66], [4.17, -1.98, -1.97], [6.67, -2.02, -2.18], [5.54, -4.24, -3.92], [6.91, -4.29, -2.83], [5.28, -4.17, -2.17], [6.94, -0.93, -4.23], [6.10, -2.05, -5.03], [-9.60, -0.44, 3.41], [-8.83, -1.55, 3.89], [-8.19, -1.43, 5.17], [-7.59, -1.99, 2.69], [-8.03, -1.72, 0.90], [-9.66, -2.62, 3.94], [-6.72, -1.41, 2.97], [-7.38, -3.05, 2.79], [-9.40, -1.44, 1.05], [-7.51, -0.42, 0.77]],
  "charge": 0,
  "orbital_gap_ha": 0.35127,
  "smiles": "COC[C@@H](C)N.COC[C@@H](C)N.COC[C@@H](C)N.COC[C@@H](C)N.O=[SH](=O)CP",
  "energy_ha": -2086.969274,
  "e_homo_ev": -9.1
}